The following is a DFT calculation (ωB97M-V/def2-TZVPD) of C35H82O31S10 as an isolated structure at a distorted geometry.

```
158
Properties=species:S:1:pos:R:3:forces:R:3
C -15.9716 14.0828 18.3545 0.46 1.37 -0.10
C -17.3715 14.5356 18.7424 -0.38 -1.30 -0.07
O -17.9708 13.2665 19.0844 1.62 -1.97 -0.03
S -16.8791 12.3075 19.8549 -0.52 0.37 0.15
O -16.8599 10.9945 19.2900 -0.13 2.20 -0.17
O -17.0533 12.4059 21.2841 0.78 0.46 -1.49
O -15.5625 13.1455 19.3377 -1.06 -0.85 1.06
H -15.2591 14.9080 18.4064 -0.01 -0.06 -0.08
H -15.9171 13.6174 17.3692 -0.26 0.04 0.00
H -17.9837 14.8693 17.9096 0.22 0.50 0.09
H -17.4903 15.1087 19.6580 0.56 0.73 -0.47
O -20.8096 15.8333 21.5970 0.01 -0.27 0.49
S -20.2427 14.9156 22.5563 1.22 -3.28 0.23
O -20.6643 14.8734 23.9377 -0.17 0.67 -0.85
O -20.4548 13.4112 22.0359 -0.13 1.83 1.68
C -20.2305 13.1257 20.6466 2.50 -3.03 2.19
C -19.9644 11.6147 20.6278 0.44 0.57 -0.22
C -18.4106 14.9280 22.6026 -1.46 1.51 -0.15
H -19.3334 13.5872 20.2282 -0.63 0.46 1.04
H -21.0636 13.4172 20.0109 2.83 -2.21 5.30
H -19.4796 11.3155 19.6953 -0.19 0.04 -0.17
H -20.8521 10.9960 20.7327 -0.08 0.05 0.25
H -19.2279 11.4045 21.3992 -0.30 -0.37 0.19
H -17.9590 14.9169 21.6148 -0.31 -0.55 0.20
H -18.1356 14.1379 23.2915 0.09 -0.08 -0.15
H -18.1894 15.9230 22.9950 0.23 -0.18 0.30
O -20.4115 8.7443 22.2919 0.85 -0.33 0.14
S -19.0692 8.2488 22.3982 2.40 1.17 0.06
O -18.6917 6.9243 22.0305 -0.58 -0.70 -0.23
O -18.1238 9.2588 21.5495 -1.29 -0.50 0.08
C -16.7226 8.9215 21.3389 -0.90 0.94 0.04
C -16.5337 8.5114 19.8959 0.99 -1.54 -0.22
C -18.3013 8.5891 23.9979 -2.39 0.51 -0.09
H -16.3990 8.1853 22.0750 -0.09 -0.43 -0.39
H -16.2570 9.8519 21.6723 0.41 0.00 -0.59
H -17.0860 7.5912 19.6968 -0.05 -0.10 0.27
H -15.4772 8.2418 19.7813 0.05 -0.07 -0.02
H -16.7453 9.1811 19.0653 -0.19 -0.22 0.87
H -19.0806 8.2988 24.7071 0.40 -0.39 0.30
H -18.3243 9.6765 24.0627 0.53 0.00 0.06
H -17.3518 8.0948 24.1455 0.00 -0.03 -0.18
O -19.5126 7.4610 14.6730 0.52 0.20 0.02
S -20.5978 6.5838 14.9493 -1.48 -1.45 0.62
O -20.5334 5.1576 14.7412 0.24 1.16 0.04
O -21.0663 6.7366 16.4918 0.69 0.20 -1.08
C -20.5886 7.8535 17.2697 -0.15 1.03 0.15
C -21.2101 7.6473 18.6148 0.12 -0.54 2.05
C -22.0569 7.1772 14.1088 -0.13 -0.73 0.23
H -20.8566 8.8294 16.8487 -0.54 -0.27 -0.33
H -19.4996 7.9196 17.2742 0.02 -0.62 0.23
H -22.2888 7.4973 18.6696 -0.04 -0.07 -0.81
H -21.0668 8.3918 19.4055 0.49 0.56 -0.66
H -20.7699 6.7720 19.1033 -0.07 -0.20 -0.30
H -22.9148 6.8762 14.7090 0.08 0.42 0.30
H -22.2025 6.5867 13.2056 0.52 0.34 -0.29
H -21.9602 8.2459 13.9552 -0.21 -0.01 -0.08
O -21.5780 13.8216 19.1394 -5.33 3.54 -8.68
S -21.5044 15.0884 18.4675 -1.20 3.08 -1.49
O -20.3071 15.9144 18.4475 -0.54 -1.58 0.25
O -21.9772 14.9141 16.8991 0.56 -0.60 1.74
C -21.1277 15.4702 15.9078 0.27 0.28 -1.69
C -21.5438 14.8858 14.5583 -0.40 0.21 0.39
C -22.8305 16.1259 19.0740 -0.11 -0.27 -0.87
H -20.0625 15.2688 16.0305 -0.15 -0.16 0.59
H -21.2562 16.5554 15.8778 0.03 -0.03 0.16
H -22.5862 15.1415 14.3636 0.06 0.08 -0.16
H -21.4800 13.7991 14.5238 0.22 0.00 0.14
H -20.9070 15.3169 13.7865 -0.07 -0.04 -0.07
H -22.9452 16.9724 18.3969 0.65 0.24 0.20
H -22.5779 16.4091 20.0920 -0.17 0.00 0.05
H -23.7824 15.6152 18.9339 0.15 -0.46 0.56
O -20.3212 9.7078 27.2329 -0.49 0.29 -0.46
S -20.6827 10.8309 26.4095 -0.14 -0.08 0.15
O -19.7313 11.2528 25.4019 -0.66 0.03 0.51
O -22.0934 10.4685 25.6932 0.97 -0.05 0.81
C -22.6241 11.4739 24.8277 0.39 0.91 -2.14
C -22.6237 10.9861 23.3660 -0.53 -0.59 1.00
C -21.1580 12.2320 27.4843 -0.26 -1.64 -1.20
H -21.9744 12.3519 24.7509 0.04 0.04 0.70
H -23.6110 11.8093 25.1394 -0.02 -0.35 0.40
H -21.6000 10.7724 23.0758 -0.02 0.11 -0.23
H -23.0987 11.7285 22.7260 0.22 0.13 -0.02
H -23.2071 10.0658 23.2942 0.07 -0.05 -0.11
H -22.2298 12.1122 27.6304 -0.05 0.29 -0.15
H -20.8806 13.0783 26.8667 0.04 0.50 0.71
H -20.6840 12.0261 28.4339 0.47 0.55 -0.10
O -21.9601 18.7740 21.7096 0.33 0.27 -0.56
S -20.9275 19.3315 20.8704 0.92 0.74 0.49
O -21.1561 19.6316 19.4821 0.05 -0.38 0.83
O -20.4615 20.7691 21.5135 -0.24 -1.34 -1.11
C -20.1933 20.7889 22.9138 -0.69 1.50 0.86
C -18.8792 21.5048 23.1880 0.26 -0.72 -0.59
C -19.4120 18.3143 21.1253 -0.83 1.70 -0.33
H -20.2544 19.8011 23.3739 0.20 0.00 -0.17
H -21.0029 21.3844 23.3509 -0.05 -0.26 0.06
H -18.7261 21.6083 24.2610 0.19 -0.28 -0.01
H -18.7644 22.4949 22.7484 -0.59 0.02 -0.12
H -18.1092 20.8963 22.7029 0.33 0.12 0.48
H -19.7923 17.4387 21.6421 0.54 0.00 -0.42
H -18.7430 18.9456 21.7067 -0.04 -0.19 0.22
H -18.9441 18.2209 20.1496 -0.21 -0.61 -0.05
O -16.8165 14.5094 28.4893 -0.77 -0.03 -0.48
S -17.9937 13.7760 28.8801 1.50 -1.64 1.14
O -19.3189 14.2996 28.8373 0.26 0.28 -0.05
O -18.0616 12.3478 28.1078 -0.05 1.05 0.35
C -16.9815 11.9775 27.2405 0.74 0.35 -1.35
C -16.9234 12.8635 25.9716 -0.38 -0.08 0.28
C -17.5672 13.1526 30.5342 -0.99 0.10 -1.10
H -17.1616 10.9355 26.9935 -0.17 -0.01 0.12
H -16.0010 12.0767 27.7080 -0.22 -0.18 0.58
H -16.8199 12.3170 25.0343 0.00 -0.31 0.16
H -16.1013 13.5727 26.0429 -0.14 0.14 0.03
H -17.8725 13.3986 25.9121 0.08 0.14 -0.16
H -16.7614 12.4373 30.4029 0.15 0.15 0.01
H -18.4609 12.6342 30.8763 0.10 0.11 0.36
H -17.2835 14.0152 31.1275 -0.06 -0.08 0.16
O -25.6797 19.0012 26.1939 0.18 -0.39 -0.20
S -24.5636 18.1067 26.2700 0.35 0.93 0.55
O -24.7435 16.7087 26.5616 -0.06 0.27 -0.74
O -23.6784 18.3699 24.9473 -0.67 -0.63 1.04
C -23.0113 17.2072 24.3815 -0.46 -0.14 -0.75
C -23.9304 16.5728 23.3638 -0.05 -0.51 -1.33
C -23.4400 18.6892 27.5277 -0.07 -0.25 -1.22
H -22.7626 16.4719 25.1448 0.26 0.28 0.13
H -22.1491 17.6465 23.8838 0.16 -0.32 0.17
H -23.5337 15.6484 22.9302 0.33 -0.14 0.58
H -24.0243 17.1643 22.4487 -0.15 0.53 0.38
H -24.9280 16.3273 23.7260 0.09 0.19 0.31
H -22.5934 18.0176 27.3889 0.07 -0.02 0.64
H -23.9889 18.5932 28.4575 0.32 0.01 0.20
H -23.1198 19.6974 27.2800 -0.23 0.11 0.20
O -16.2216 16.2221 21.1911 0.77 0.60 -0.72
S -15.0274 16.9052 21.6259 0.60 -1.09 1.67
O -15.1592 18.1478 22.3392 0.48 -1.10 -0.87
O -14.2725 15.8554 22.6183 0.22 1.88 -0.25
C -14.1077 14.4794 22.2702 -0.21 -0.96 -0.85
C -13.7299 13.7284 23.5306 -1.42 0.55 0.70
C -13.7757 17.1150 20.3598 -1.38 0.41 -0.55
H -13.3799 14.3003 21.4694 0.11 0.57 0.01
H -15.0769 14.1682 21.8709 0.10 -0.43 0.24
H -14.4773 14.1380 24.2220 0.32 -0.29 0.45
H -12.7476 13.9016 23.9607 0.14 0.19 -0.39
H -13.9384 12.6605 23.4971 0.14 -0.02 -0.42
H -13.5023 16.1981 19.8443 0.21 -0.23 0.53
H -12.9734 17.6980 20.7973 0.15 -0.23 0.01
H -14.2933 17.7062 19.5984 0.16 0.25 0.09
C -17.4868 17.0875 26.5767 1.03 0.72 0.47
C -18.3757 17.2604 25.5279 -0.47 -0.43 0.19
C -18.0881 18.1147 24.4764 0.35 0.16 0.26
C -16.8724 18.7773 24.4645 -0.03 0.51 0.51
C -15.9457 18.6257 25.5067 -1.27 0.04 -0.49
C -16.2857 17.8196 26.6000 0.57 -0.25 -1.38
H -17.6142 16.4378 27.4326 -0.55 -0.13 -0.31
H -19.3196 16.7289 25.4871 0.02 -0.15 0.23
H -18.8236 18.2616 23.6954 0.13 -0.05 0.05
H -16.6502 19.5095 23.7028 0.03 -0.21 -0.19
H -15.0457 19.2058 25.3561 0.30 -0.24 0.64
H -15.5110 17.6298 27.3313 -0.30 0.05 0.39
```
Forces are in eV/Å.

Summary:
orbital gap	0.298	Ha
E	-209439.3065	eV
E_HOMO	-0.310	Eh
2S+1	1
M	1319.7	Da

Mulliken population analysis, charges in e, atoms 1 to 6: number 1, C, carries -0.5743; number 2, C, carries 1.0430; number 3, O, carries -0.3035; number 4, S, carries 0.7133; number 5, O, carries -0.5854; number 6, O, carries -0.1827